1.
A molecular structure, C32H55AlNP2Si in a non-equilibrium geometry. Source: the Open Molecules 2025 dataset; level of theory: ωB97M-V/def2-TZVPD.

Computed properties:
- Calculated total energy: -2521.5944 Eh
- Orbital gap: 7.96 eV
- Maximum force: 0.039 hartree/bohr
- Net charge: +1
- Energy above the lowest of the compared OMol25 structures with the same formula, charge and spin: 0.0 kcal/mol
- HOMO: -10.2 eV

Structure (XYZ):
```
92
C32H55AlNP2Si (ωB97M-V/def2-TZVPD)
Al 0.173 -0.199 1.507
C -0.868 -2.772 1.910
C 0.443 -3.178 1.544
C 0.671 -1.462 3.109
C -0.767 -1.658 2.821
C 1.390 -2.380 2.233
C -2.091 -3.575 1.720
H -2.103 -4.106 0.760
H -2.997 -2.956 1.803
H -2.167 -4.352 2.503
C -1.836 -1.247 3.784
H -2.845 -1.492 3.429
H -1.808 -0.162 3.962
H -1.705 -1.741 4.762
C 1.147 -1.050 4.479
H 1.079 -1.915 5.176
H 0.520 -0.254 4.918
H 2.194 -0.706 4.492
C 2.840 -2.650 2.340
H 3.063 -3.371 3.146
H 3.392 -1.724 2.568
H 3.254 -3.066 1.413
C 0.759 -4.457 0.869
H 0.907 -5.239 1.640
H 1.690 -4.420 0.278
H -0.051 -4.814 0.215
C -1.757 0.373 -5.080
C -1.804 -0.962 -5.115
C -1.059 -1.841 -6.079
C 0.369 -1.382 -6.488
C 1.221 -0.912 -5.342
C 1.266 0.329 -4.844
C 0.514 1.519 -5.365
C -0.901 1.251 -5.949
H -1.642 -1.993 -7.007
H 0.306 -0.659 -7.313
H -0.957 -2.838 -5.623
H -0.817 0.896 -6.985
H -2.445 0.914 -4.415
H -2.543 -1.486 -4.493
H -1.393 2.235 -6.016
H 0.393 2.238 -4.539
H 2.008 0.561 -4.066
H 1.105 2.045 -6.138
H 0.860 -2.271 -6.916
H 1.904 -1.670 -4.939
P -1.242 -0.502 -0.593
C -2.861 0.253 -0.957
C -1.424 -2.078 -1.526
P 1.547 0.171 -0.523
C 0.043 0.367 -1.611
C 2.296 -1.293 -1.335
C 2.687 1.514 -1.003
H -3.051 1.092 -0.276
H -3.630 -0.513 -0.781
H -2.904 0.608 -1.994
H -1.496 -1.888 -2.616
H -2.351 -2.564 -1.182
H -0.593 -2.770 -1.331
H 2.744 1.587 -2.101
H 3.685 1.294 -0.598
H 2.339 2.481 -0.606
H -0.211 1.432 -1.732
H 0.195 -0.082 -2.610
H 3.279 -1.470 -0.871
H 2.423 -1.098 -2.419
H 1.689 -2.205 -1.204
C 3.104 1.773 2.809
Si 1.411 2.530 3.042
C 1.209 2.882 4.867
C 1.369 4.176 2.150
N 0.097 1.457 2.434
C -1.147 2.143 2.474
C -1.814 2.385 3.707
C -2.944 3.209 3.749
C -3.450 3.786 2.578
C -2.809 3.534 1.357
C -1.681 2.721 1.298
H 3.538 2.050 1.841
H 3.114 0.680 2.877
H 3.751 2.172 3.608
H 1.999 3.585 5.175
H 0.237 3.329 5.109
H 1.307 1.968 5.467
H 1.523 4.069 1.067
H 0.413 4.700 2.301
H 2.177 4.807 2.553
H -1.397 1.952 4.628
H -3.439 3.376 4.702
H -4.303 4.460 2.613
H -3.206 3.952 0.431
H -1.136 2.565 0.361
```

2.
A molecular structure, C32H55Cl2CrN4O4Si in a non-equilibrium geometry. Source: the Open Molecules 2025 dataset; level of theory: ωB97M-V/def2-TZVPD.

Computed properties:
- Calculated total energy: -4026.7300 Eh
- Orbital gap (spin up / spin down): 3.99 / 6.23 eV
- Maximum force: 0.101 hartree/bohr
- Net charge: -1
- Energy above the lowest of the compared OMol25 structures with the same formula, charge and spin: 30.5 kcal/mol
- ⟨S²⟩: 6.02
- 2S+1: 5
- HOMO (spin up / spin down): -1.6 / -3.9 eV

Structure (XYZ):
```
99
C32H55Cl2CrN4O4Si (ωB97M-V/def2-TZVPD)
C -1.666 -0.258 -5.876
C -0.888 -1.075 -4.868
H -1.020 0.207 -6.646
H -2.305 0.514 -5.424
H -2.300 -0.876 -6.504
C -0.070 -2.040 -5.308
C 0.086 -2.581 -6.678
H 0.653 -2.462 -4.627
H 0.711 -2.099 -7.445
H -0.880 -2.764 -7.148
H 0.533 -3.562 -6.529
Cr -0.695 1.570 1.846
Cl -1.613 3.598 1.590
C 0.113 -1.392 1.749
O 0.477 -0.217 2.051
N 0.937 -2.435 1.898
C 2.370 -2.223 2.066
C 0.376 -3.761 2.072
H -0.905 -1.625 1.377
H 2.550 -1.199 2.419
H 2.900 -2.379 1.112
H 2.752 -2.947 2.791
H -0.719 -3.691 2.078
H 0.701 -4.185 3.035
H 0.688 -4.439 1.271
H 3.793 2.916 4.855
H 1.756 4.586 6.369
C 3.160 3.193 4.014
C 1.739 4.837 5.298
N 1.853 3.647 4.444
H 3.014 2.332 3.376
C 0.760 3.066 3.935
O 0.788 2.146 3.067
H 0.784 5.327 5.076
H -0.215 3.443 4.283
H 3.686 3.963 3.460
H 2.565 5.536 5.103
H 2.706 0.924 -2.742
H 3.293 -1.913 -2.942
C 3.772 0.725 -2.589
C 4.100 -1.715 -2.216
N 3.947 -0.372 -1.675
H 4.243 1.626 -2.180
C 4.025 -0.079 -0.352
O 3.695 1.004 0.136
H 4.048 -2.441 -1.392
H 4.414 -0.920 0.247
H 4.197 0.488 -3.564
H 5.060 -1.821 -2.743
O 0.249 0.331 -3.172
C -0.837 -0.559 -3.370
C 0.594 -2.329 -2.417
C -0.628 -1.677 -2.360
H 1.395 -1.759 -2.896
C 0.754 -3.637 -1.963
H -1.800 -0.051 -3.113
C -1.609 -2.144 -1.472
H 1.661 -4.190 -2.198
C -0.323 -4.209 -1.273
C -1.456 -3.435 -0.964
H -2.417 -1.470 -1.153
H -0.253 -5.244 -0.955
H -2.261 -3.847 -0.360
Si 0.064 1.961 -3.170
Cl -0.419 0.859 -0.127
C 1.362 2.841 -2.090
C -1.544 2.748 -2.481
C 0.359 2.266 -4.943
H 2.028 2.192 -1.503
H 0.879 3.488 -1.355
H 1.983 3.500 -2.706
H 1.436 2.084 -5.088
H 0.013 3.280 -5.198
H -0.143 1.499 -5.538
H -1.392 3.343 -1.565
H -2.362 2.041 -2.279
H -1.923 3.461 -3.235
C -3.072 1.368 5.075
N -2.529 0.025 5.141
C -1.641 -0.163 6.282
C -2.017 -0.516 3.899
C -2.918 -0.381 2.701
C -4.012 -1.253 2.542
C -4.890 -1.046 1.479
C -4.679 0.012 0.594
C -3.544 0.823 0.728
C -2.652 0.583 1.752
H -3.393 1.642 6.088
H -3.932 1.388 4.397
H -2.345 2.133 4.724
H -1.226 -1.181 6.257
H -0.796 0.558 6.306
H -2.233 -0.018 7.198
H -1.047 -0.020 3.686
H -1.803 -1.578 4.097
H -4.156 -2.056 3.274
H -5.721 -1.747 1.322
H -5.393 0.244 -0.210
H -3.375 1.661 0.042
```

3.
A molecular structure, C32H55ClHoN3O2P in a non-equilibrium geometry. Source: the Open Molecules 2025 dataset; level of theory: ωB97M-V/def2-TZVPD.

Computed properties:
- Calculated total energy: -3316.5401 Eh
- Orbital gap (spin up / spin down): 1.66 / 5.26 eV
- Maximum force: 0.080 hartree/bohr
- Net charge: -1
- ⟨S²⟩: 6.02
- 2S+1: 5
- HOMO (spin up / spin down): 0.8 / -2.6 eV

Structure (XYZ):
```
95
C32H55ClHoN3O2P (ωB97M-V/def2-TZVPD)
Ho 1.487 0.150 0.297
Cl 3.910 -0.513 0.044
N -0.189 -0.754 1.999
N 0.664 1.409 -1.621
C -0.041 -2.056 2.214
C 0.593 0.821 -2.788
C -1.249 -0.352 2.975
C -1.056 -1.395 4.088
C -2.653 -0.539 2.389
C -1.028 1.095 3.368
H -2.844 -1.592 2.132
H -2.782 0.079 1.491
H -3.393 -0.236 3.145
H 0.038 1.325 3.248
H -1.335 1.259 4.411
H -1.601 1.779 2.722
C 0.157 2.800 -1.815
C -0.147 2.861 -3.318
C 1.273 3.730 -1.399
C -1.107 3.041 -0.994
H -1.886 2.324 -1.294
H -1.477 4.056 -1.203
H -0.917 2.946 0.089
H 2.149 3.569 -2.042
H 1.560 3.492 -0.366
H 0.960 4.779 -1.475
O 0.135 1.529 -3.813
H 0.504 3.570 -3.853
H -1.199 3.091 -3.545
O -0.487 -2.544 3.367
H -1.979 -1.733 4.581
H -0.322 -1.064 4.842
C 0.504 -2.998 1.177
C 0.913 -0.631 -3.034
C -0.018 -1.423 -2.145
H 1.980 -0.771 -2.737
H 0.791 -0.848 -4.106
C 0.217 -1.519 -0.814
C -0.190 -2.606 -0.110
H 3.387 0.658 0.771
C -1.451 -3.122 -0.513
C -2.030 -2.681 -1.694
C -2.125 -4.085 0.384
C -1.295 -1.875 -2.553
H -2.977 -3.105 -2.032
C -1.783 -1.460 -3.889
H -2.802 -1.788 -4.059
H -1.183 -1.914 -4.678
H -1.746 -0.389 -4.101
H -1.490 -4.947 0.579
H -3.026 -4.472 -0.080
H -2.409 -3.716 1.373
H 0.313 -4.038 1.496
H 1.604 -2.822 1.129
C 4.674 4.982 2.299
C 3.541 4.258 1.556
C 2.511 5.338 1.170
C 4.131 3.605 0.282
P 2.740 2.891 2.590
N 2.128 1.767 1.580
C 4.062 1.985 3.559
C 4.627 2.766 4.754
C 3.466 0.655 4.051
C 5.226 1.691 2.606
C 1.625 3.764 3.869
C 0.306 4.200 3.200
C 1.294 2.857 5.069
C 2.268 5.022 4.491
H 5.055 5.763 1.627
H 5.519 4.339 2.543
H 4.340 5.489 3.207
H 1.555 4.925 0.842
H 2.924 5.925 0.337
H 2.319 6.055 1.975
H 3.582 2.703 -0.016
H 4.077 4.314 -0.555
H 5.183 3.326 0.414
H 3.927 2.913 5.580
H 5.455 2.170 5.166
H 5.056 3.734 4.476
H 2.957 0.130 3.232
H 4.295 0.027 4.406
H 2.762 0.782 4.882
H 4.910 1.211 1.676
H 5.812 2.582 2.370
H 5.897 0.994 3.126
H -0.060 3.447 2.495
H -0.463 4.350 3.973
H 0.401 5.158 2.678
H 2.151 2.684 5.724
H 0.535 3.364 5.687
H 0.877 1.894 4.773
H 3.221 4.813 4.982
H 2.400 5.847 3.790
H 1.596 5.396 5.278
```

- What is the net charge in the first record?
  +1

- The lowest calculated total energy belongs to which entry?
  C32H55Cl2CrN4O4Si